(1)
A 6-piece molecular cluster, C45H52ClFNO2 overall at a distorted geometry. Source: the OMol25 dataset; level of theory: ωB97M-V/def2-TZVPD.

The geometry in XYZ format:
```
102
Properties=species:S:1:pos:R:3
C -0.64864 3.59487 -0.05935
C 0.50352 3.15548 0.93286
C 0.25334 1.79628 1.67656
Cl 1.73033 1.22339 2.60280
C -0.19640 0.61050 0.72473
O -0.23445 -0.56181 1.53702
C -0.64967 -1.72048 0.84131
O 0.23186 -2.77394 1.29603
C -2.11055 -2.17216 1.29534
C -3.06556 -0.94680 1.20197
C -3.47717 -0.27722 2.44337
C -4.36555 0.88867 2.37748
C -4.84810 1.44397 1.11974
C -4.45067 0.77528 -0.11068
C -4.89950 1.26942 -1.54070
C -3.58356 -0.41104 -0.05695
C -0.48267 -1.66416 -0.72133
N 0.76450 -0.92818 -1.09843
C 0.67643 0.49018 -0.57898
F 1.99664 0.91718 -0.45227
H -1.41602 4.19617 0.49527
H -1.09647 2.76445 -0.65999
H -0.17863 4.31088 -0.79367
H 1.48198 3.16903 0.38204
H 0.58188 3.94396 1.73402
H -0.53274 1.97332 2.45496
H -1.24222 0.88701 0.39172
H -0.19316 -3.60413 1.01199
H -2.46474 -3.08695 0.75277
H -1.99073 -2.44960 2.38075
H -3.15217 -0.61537 3.45410
H -4.67997 1.35963 3.33382
H -5.51854 2.32566 1.03458
H -3.94282 1.35359 -2.12806
H -5.54039 0.48971 -2.02225
H -5.40346 2.26233 -1.44104
H -3.33508 -0.89564 -1.02904
H -1.33867 -1.19794 -1.27010
H -0.41081 -2.71863 -1.11058
H 0.77430 -0.86470 -2.12804
H 1.61349 -1.39866 -0.74130
H 0.19271 1.13938 -1.36269
C 1.18865 -5.69407 4.15599
C 0.87199 -6.89874 4.77098
C -0.36214 -7.49582 4.53940
C -1.27630 -6.89276 3.68494
C -0.95836 -5.68938 3.06674
C 0.27221 -5.08704 3.30484
H 2.14947 -5.22712 4.33945
H 1.58733 -7.37329 5.43258
H -0.61082 -8.43202 5.02463
H -2.23633 -7.36069 3.50100
H -1.67348 -5.21936 2.39783
H 0.51700 -4.14524 2.82615
C -3.32475 2.52089 -6.83203
C -2.58595 2.00847 -5.77342
C -3.05490 0.90766 -5.06669
C -4.25985 0.31290 -5.42579
C -4.99616 0.82371 -6.48700
C -4.53116 1.93014 -7.18751
H -2.96018 3.38147 -7.38061
H -1.64318 2.46894 -5.49852
H -2.48060 0.51162 -4.23521
H -4.62404 -0.54892 -4.87790
H -5.93417 0.35949 -6.76815
H -5.10855 2.33146 -8.01167
C 0.89793 4.09749 -7.43990
C -0.12940 3.61721 -8.24308
C -0.61415 4.39193 -9.28972
C -0.06464 5.64372 -9.53915
C 0.96509 6.12236 -8.73826
C 1.44379 5.35155 -7.68606
H 1.27394 3.49404 -6.62118
H -0.55337 2.63758 -8.05258
H -1.41984 4.01983 -9.91209
H -0.43918 6.24609 -10.35831
H 1.39453 7.09791 -8.93415
H 2.24328 5.72757 -7.05854
C 3.05792 -2.82132 7.69289
C 2.04240 -3.28589 6.86591
C 1.57611 -2.49273 5.82472
C 2.13234 -1.23813 5.60403
C 3.14999 -0.77516 6.42902
C 3.61023 -1.56448 7.47603
H 3.41916 -3.43857 8.50706
H 1.61297 -4.26728 7.03358
H 0.77914 -2.85301 5.18389
H 1.77153 -0.62177 4.78827
H 3.58432 0.20300 6.25651
H 4.40017 -1.20080 8.12263
C 7.57468 0.37275 2.47504
C 6.77077 0.95469 1.50292
C 5.40811 1.10785 1.72805
C 4.85036 0.68790 2.92948
C 5.65526 0.10888 3.90338
C 7.01649 -0.05250 3.67450
H 8.63679 0.25035 2.29816
H 7.20667 1.28879 0.56831
H 4.77932 1.55649 0.96636
H 3.78464 0.81503 3.10068
H 5.22212 -0.21772 4.84004
H 7.64291 -0.50888 4.43176
```

Computed properties:
* spin multiplicity: 1
* total charge: +1
* largest force on an atom: 2.658 eV/Å
* energy: -2510.90408 a.u.

(2)
C2H6N4 as an isolated structure at a distorted geometry. Source: the OMol25 dataset; level of theory: ωB97M-V/def2-TZVPD.

The geometry in XYZ format:
```
12
Properties=species:S:1:pos:R:3
C -0.14529 -0.07735 -0.19326
N -0.49558 1.06784 1.78133
N -0.64643 0.83392 -1.03158
C 0.80217 -1.19058 -0.59743
N 0.03191 -0.03889 1.10084
N 0.70287 -1.60293 -1.80498
H -0.73217 0.78522 2.72985
H 0.22466 1.78677 1.82538
H -1.31348 1.49755 -0.66332
H -0.68066 0.52466 -1.99709
H 1.25964 -2.45088 -1.94008
H 0.99236 -1.13533 0.79034
```

Computed properties:
* spin multiplicity: 1
* energy relative to the best compared isomer or geometry (same formula, charge and spin): 371.6 kJ/mol
* largest force on an atom: 2.756 eV/Å

(3)
A 2-piece molecular cluster, CH6NO overall at a distorted geometry. Source: the OMol25 dataset; level of theory: ωB97M-V/def2-TZVPD.

The geometry in XYZ format:
```
9
Properties=species:S:1:pos:R:3
C -1.15920 0.01456 -0.81282
N -0.94435 -0.11142 0.42717
H -0.40688 0.49750 -1.42848
H -2.04987 -0.38780 -1.28432
H -1.47785 -0.83894 0.88766
H -0.14224 0.27378 0.94322
H 2.02867 -0.44984 -0.09903
H 2.42036 0.81186 0.81473
O 1.73135 0.19031 0.55186
```

Computed properties:
* spin multiplicity: 1
* energy relative to the best compared isomer or geometry (same formula, charge and spin): 39.7 kJ/mol
* total charge: +1
* largest force on an atom: 1.137 eV/Å